[1]
Formula: C51H27Cl4N5O5Re
Source: OMol25
Level of theory: the ωB97M-V functional and the def2-TZVPD basis

Structure (ORCA input):
```
! RIJCOSX wB97M-V def2-TZVPD def2/J DEFGRID3
* xyz 0 4
Re -0.13 -0.14 -0.17
Cl 1.64 8.93 2.95
C 1.30 7.47 1.99
C 0.01 7.01 2.01
C -0.17 5.66 1.63
C 0.89 4.89 1.20
C 2.13 5.48 0.98
C 2.38 6.75 1.45
C 0.63 3.48 0.91
C -0.05 3.08 -0.22
C -0.32 4.13 -1.17
C -1.04 3.75 -2.27
C -1.15 2.28 -2.09
C -1.56 1.40 -3.02
C -2.37 2.20 -4.21
C -1.65 3.02 -5.05
C -2.37 3.82 -5.91
C -3.79 3.92 -5.88
Cl -4.44 5.35 -6.58
C -4.46 2.96 -5.09
C -3.76 2.15 -4.22
C -1.61 -0.02 -2.98
N -1.03 -0.78 -2.08
C -1.56 -2.14 -2.17
C -1.30 -3.23 -1.45
C -2.00 -4.49 -2.07
C -2.93 -5.22 -1.32
C -3.55 -6.25 -2.01
C -3.22 -6.65 -3.36
Cl -4.00 -8.11 -3.99
C -2.21 -5.94 -4.01
C -1.65 -4.85 -3.33
C -0.32 -3.34 -0.41
C 0.20 -4.48 0.17
C 1.26 -4.06 0.89
C 1.32 -2.65 0.90
N 0.33 -2.19 0.06
C 2.39 -1.90 1.57
C 2.83 -0.76 1.06
C 3.73 0.22 1.59
C 3.22 1.46 1.90
C 2.01 0.53 -1.05
N 2.10 -0.18 -0.06
C 3.05 -2.56 2.63
C 4.45 -2.55 2.67
C 5.13 -3.17 3.73
C 4.50 -3.65 4.83
Cl 5.42 -4.28 6.12
C 3.09 -3.72 4.81
C 2.41 -3.18 3.73
C -2.49 -2.07 -3.33
C -2.39 -0.86 -3.95
N -0.63 1.92 -0.83
H -0.77 7.66 2.32
H -1.14 5.18 1.78
H 2.91 4.88 0.56
H 3.33 7.22 1.34
H 0.06 5.12 -0.95
H -1.51 4.25 -3.08
H -0.52 3.07 -4.94
H -1.76 4.54 -6.50
H -5.52 2.89 -5.08
H -4.28 1.46 -3.55
H -3.15 -4.96 -0.31
H -4.32 -6.91 -1.59
H -1.88 -6.25 -5.01
H -0.82 -4.27 -3.82
H -0.02 -5.52 0.06
H 1.76 -4.68 1.64
H 4.77 0.14 1.54
H 4.10 3.13 2.51
H 5.01 -2.08 1.85
H 6.18 -2.98 3.87
H 2.56 -4.10 5.70
H 1.32 -3.10 3.80
H -3.15 -2.84 -3.58
H -3.01 -0.60 -4.83
O 0.28 -1.27 5.83
C 0.25 -0.68 4.60
C 1.18 0.20 4.04
C 1.00 0.58 2.71
N -0.02 0.11 1.96
C -1.03 -0.53 2.58
C -0.96 -0.95 3.91
C -2.26 -0.60 1.68
O -3.27 -0.91 2.26
O -2.08 -0.33 0.46
C 1.83 1.55 2.10
O 4.08 2.52 1.73
O 1.14 2.76 1.95
H 1.18 -1.19 6.17
H 2.11 0.46 4.61
H -1.85 -1.40 4.25
*
```

## Properties
- HOMO (spin up / spin down) (eV) = -6.73 / -6.71
- energy relative to the best compared isomer or geometry (same formula, charge and spin) (eV) = 7.202
- E_LUMO (spin up / spin down) (eV) = -1.0 / -2.1
- frontier orbital gap (spin up / spin down) (eV) = 5.7 / 4.6
- <S²> = 3.8147


[2]
Formula: C2H8N2O
Source: OMol25
Level of theory: the ωB97M-V functional and the def2-TZVPD basis

Structure (ORCA input):
```
! RIJCOSX wB97M-V def2-TZVPD def2/J DEFGRID3
* xyz 0 1
N -2.44 0.18 -1.37
C -1.23 0.86 -1.41
O -0.21 0.33 -1.06
H -2.48 -0.83 -1.35
H -3.27 0.70 -1.72
H -1.24 1.91 -1.63
C 1.61 -0.64 2.42
N 2.21 -0.62 1.02
H 2.30 -0.52 3.21
H 1.33 -1.61 2.53
H 0.75 0.15 2.65
H 1.51 -1.00 0.40
H 2.11 0.35 0.76
*
```

## Properties
- HOMO (eV) = -9.17
- structure (SMILES) = NC=O.CN
- energy relative to the best compared isomer or geometry (same formula, charge and spin) (eV) = 1.550
- E_LUMO (eV) = 0.8
- frontier orbital gap (eV) = 10.0


[3]
Formula: C5H7N
Source: OMol25
Level of theory: the ωB97M-V functional and the def2-TZVPD basis

Structure (ORCA input):
```
! RIJCOSX wB97M-V def2-TZVPD def2/J DEFGRID3
* xyz 0 1
C -0.56 -0.80 -1.11
C 0.30 0.37 -0.74
C -0.10 1.21 0.48
C 0.96 0.47 1.17
C 0.54 -0.69 1.86
N 0.31 -1.62 2.53
H -0.17 -1.42 -1.90
H -1.53 -0.47 -1.42
H -0.72 -1.46 -0.27
H 0.53 1.02 -1.56
H -1.13 1.05 0.78
H 0.12 2.27 0.35
H 1.36 0.03 -0.48
*
```

## Properties
- HOMO (eV) = -9.11
- energy relative to the best compared isomer or geometry (same formula, charge and spin) (eV) = 4.002
- E_LUMO (eV) = -0.7
- frontier orbital gap (eV) = 8.4


[4]
Formula: C2H5NS2
Source: OMol25
Level of theory: the ωB97M-V functional and the def2-TZVPD basis

Structure (ORCA input):
```
! RIJCOSX wB97M-V def2-TZVPD def2/J DEFGRID3
* xyz 0 3
C 0.28 -0.20 -0.36
C 1.69 -0.19 0.07
N -2.08 0.57 0.26
S -2.55 -0.93 -0.11
S -0.55 1.29 -0.06
H -0.21 -1.04 -0.51
H 1.86 0.36 0.95
H 2.39 0.09 -0.74
H 1.93 -1.27 0.18
H -2.74 1.32 0.33
*
```

## Properties
- HOMO (spin up / spin down) (eV) = -6.99 / -8.91
- energy relative to the best compared isomer or geometry (same formula, charge and spin) (eV) = 0.356
- E_LUMO (spin up / spin down) (eV) = 0.5 / -1.2
- frontier orbital gap (spin up / spin down) (eV) = 7.5 / 7.7
- <S²> = 2.0083